# 1
{
  "formula": "C5H14NO4",
  "method": "the ωB97M-V functional and the def2-TZVPD basis",
  "species": ["O", "C", "O", "C", "C", "C", "C", "N", "H", "H", "H", "H", "H", "H", "H", "H", "H", "H", "H", "H", "O", "H", "H", "O"],
  "positions_angstrom": [[-0.437, -1.024, -0.204], [-0.290, -0.961, -1.405], [-1.139, -1.426, -2.304], [0.975, -0.321, -1.993], [1.398, 1.027, -1.371], [2.175, 0.980, -0.060], [1.562, 0.629, 2.272], [1.316, 0.465, 1.038], [-1.911, -1.921, -1.960], [0.847, -0.244, -3.067], [1.788, -1.043, -1.801], [2.095, 1.515, -2.075], [0.596, 1.765, -1.450], [2.366, 2.052, 0.212], [3.052, 0.319, -0.025], [0.917, 0.186, 3.033], [2.483, 1.072, 2.623], [0.493, -0.121, 0.764], [-2.128, 1.614, 1.769], [-1.593, 0.681, 2.780], [-1.281, 1.349, 2.153], [-2.537, -0.462, 0.425], [-2.998, -1.718, 0.856], [-3.115, -0.794, 1.129]],
  "total_charge": 1,
  "homo_energy_ha": -0.5297,
  "homo_lumo_gap_ev": 10.300,
  "lumo_ha": -0.151
}

=====

# 2
{
  "formula": "C5H14NOS",
  "method": "the ωB97M-V functional and the def2-TZVPD basis",
  "species": ["C", "C", "S", "C", "N", "C", "C", "H", "H", "H", "H", "H", "H", "H", "H", "H", "H", "H", "H", "H", "H", "O"],
  "positions_angstrom": [[1.240, 0.020, -0.531], [0.080, 1.023, -0.541], [-0.184, 1.764, -2.239], [1.200, -1.207, 0.391], [0.882, -1.037, 1.799], [-0.523, -0.869, 2.202], [-0.762, 0.407, 2.990], [2.170, 0.581, -0.374], [1.334, -0.330, -1.554], [0.286, 1.879, 0.093], [-0.848, 0.505, -0.311], [2.165, -1.733, 0.365], [0.544, -1.961, -0.050], [1.503, -0.369, 2.229], [-1.139, -0.869, 1.300], [-0.825, -1.791, 2.712], [-0.420, 0.391, 4.031], [-0.144, 1.189, 2.562], [-1.807, 0.728, 2.950], [-0.613, -1.164, -1.648], [-1.476, -1.117, -2.834], [-1.251, -1.726, -2.110]],
  "total_charge": -2,
  "homo_energy_ha": [0.1424, -0.0125],
  "homo_lumo_gap_ev": [1.943, 6.065],
  "multiplicity": 2,
  "lumo_ha": [0.214, 0.210]
}

=====

# 3
{
  "formula": "C5H14NOS",
  "method": "the ωB97M-V functional and the def2-TZVPD basis",
  "species": ["C", "O", "C", "C", "C", "S", "C", "N", "H", "H", "H", "H", "H", "H", "H", "H", "H", "H", "H", "H", "H", "H"],
  "positions_angstrom": [[-0.722, 1.330, 2.302], [-0.309, 0.986, 3.639], [0.111, 0.407, 1.393], [-0.652, 0.278, 0.079], [0.083, -0.681, -0.907], [-0.045, 0.058, -2.660], [1.124, -1.007, -3.566], [0.268, -1.088, 2.071], [-1.821, 1.014, 2.255], [-0.612, 2.441, 2.118], [-0.266, 1.802, 4.316], [1.193, 0.845, 1.207], [-0.881, 1.317, -0.401], [-1.698, -0.126, 0.248], [1.145, -1.100, -0.763], [-0.542, -1.512, -1.063], [0.547, -1.344, -4.415], [1.567, -1.772, -2.897], [2.052, -0.470, -4.100], [-0.467, -1.793, 1.721], [0.239, -0.985, 3.115], [1.200, -1.488, 1.798]],
  "total_charge": 1,
  "homo_energy_ha": -0.4249,
  "homo_lumo_gap_ev": 8.053,
  "smiles": "CSCC[C@H]([NH3+])CO",
  "lumo_ha": -0.129
}

=====

# 4
{
  "formula": "C5H14NS",
  "method": "the ωB97M-V functional and the def2-TZVPD basis",
  "species": ["C", "C", "C", "C", "S", "C", "N", "H", "H", "H", "H", "H", "H", "H", "H", "H", "H", "H", "H", "H", "H"],
  "positions_angstrom": [[-1.856, 1.276, 2.329], [-1.357, 0.732, 0.992], [0.047, 1.272, 0.624], [0.643, 0.617, -0.583], [2.676, -2.298, -1.197], [1.873, -1.937, -2.797], [-1.259, -0.767, 1.085], [-2.838, 0.872, 2.548], [-1.907, 2.370, 2.357], [-1.144, 0.995, 3.101], [-2.040, 1.068, 0.207], [-0.056, 2.359, 0.531], [0.698, 1.120, 1.495], [0.431, 1.100, -1.526], [1.689, 0.388, -0.402], [2.604, -1.479, -3.452], [1.011, -1.294, -2.650], [1.540, -2.859, -3.271], [-0.534, -0.925, 0.376], [1.907, -1.460, -0.489], [-2.126, -1.152, 0.723]],
  "homo_energy_ha": [-0.3299, -0.3303],
  "homo_lumo_gap_ev": [9.982, 8.330],
  "multiplicity": 2,
  "lumo_ha": [0.037, -0.024]
}

=====

# 5
{
  "formula": "C5H14NS",
  "method": "the ωB97M-V functional and the def2-TZVPD basis",
  "species": ["C", "C", "S", "H", "H", "H", "H", "H", "H", "C", "C", "C", "N", "H", "H", "H", "H", "H", "H", "H", "H"],
  "positions_angstrom": [[0.431, 1.692, 2.114], [-0.231, 0.412, 2.560], [-1.868, 0.138, 1.761], [-0.234, 2.550, 2.246], [0.664, 1.692, 1.046], [1.340, 1.900, 2.672], [0.378, -0.462, 2.337], [-0.406, 0.433, 3.633], [-1.766, -1.200, 1.802], [1.721, -1.657, -1.898], [0.585, -0.886, -1.326], [-0.362, -0.337, -2.064], [-1.438, 0.484, -1.459], [1.737, -1.709, -2.981], [2.668, -1.253, -1.537], [1.722, -2.686, -1.524], [0.579, -0.702, -0.259], [-0.412, -0.402, -3.142], [-1.417, 0.354, -0.407], [-1.350, 1.460, -1.754], [-2.343, 0.179, -1.822]],
  "total_charge": 1,
  "homo_energy_ha": -0.4906,
  "homo_lumo_gap_ev": 10.174,
  "lumo_ha": -0.117
}

=====

# 6
{
  "formula": "C5H14NS2",
  "method": "the ωB97M-V functional and the def2-TZVPD basis",
  "species": ["N", "C", "C", "C", "S", "S", "C", "C", "H", "H", "H", "H", "H", "H", "H", "H", "H", "H", "H", "H", "H", "H"],
  "positions_angstrom": [[-3.000, 0.132, -1.250], [-1.887, 1.152, -0.767], [-0.944, 1.358, -1.992], [-1.252, 0.384, 0.428], [-0.567, -1.293, -0.027], [1.455, -1.524, -0.099], [2.419, -1.628, 1.646], [3.662, -0.633, 1.835], [-2.629, -0.901, -1.193], [-3.152, 0.265, -2.248], [-3.805, 0.331, -0.743], [-2.182, 2.121, -0.602], [-0.011, 1.460, -1.594], [-1.213, 2.257, -2.486], [-0.862, 0.626, -2.754], [-1.971, 0.231, 1.335], [-0.372, 1.005, 0.638], [2.737, -2.657, 1.694], [1.677, -1.499, 2.584], [4.399, -1.042, 1.058], [4.008, -0.572, 2.857], [3.490, 0.426, 1.677]],
  "total_charge": 1,
  "homo_energy_ha": -0.4473,
  "homo_lumo_gap_ev": 8.656,
  "smiles": "CCSSC[C@@H](C)[NH3+]",
  "lumo_ha": -0.129
}

=====

# 7
{
  "formula": "C5H14O",
  "method": "the ωB97M-V functional and the def2-TZVPD basis",
  "species": ["C", "C", "C", "H", "H", "H", "H", "H", "H", "H", "H", "C", "C", "O", "H", "H", "H", "H", "H", "H"],
  "positions_angstrom": [[0.570, 0.130, -2.009], [0.982, 1.240, -0.969], [-0.932, 0.367, -2.374], [1.167, 0.474, -2.856], [0.798, -0.837, -1.583], [0.752, 2.258, -1.286], [2.073, 1.247, -0.871], [-1.003, 1.452, -2.393], [-1.143, 0.036, -3.385], [0.493, 1.011, -0.037], [-1.555, -0.180, -1.671], [-0.664, -1.080, 2.356], [0.506, -0.166, 2.377], [-0.612, -1.796, 1.044], [-0.738, -1.826, 3.138], [-1.652, -0.600, 2.286], [0.618, 0.471, 1.515], [-1.513, -2.080, 0.948], [1.446, -0.669, 2.558], [0.407, 0.549, 3.210]],
  "homo_energy_ha": -0.3802,
  "homo_lumo_gap_ev": 11.296,
  "smiles": "CCC.CCO",
  "lumo_ha": 0.035
}

=====

# 8
{
  "formula": "C5H14O",
  "method": "the ωB97M-V functional and the def2-TZVPD basis",
  "species": ["C", "C", "H", "H", "H", "H", "H", "H", "C", "C", "C", "O", "H", "H", "H", "H", "H", "H", "H", "H"],
  "positions_angstrom": [[-3.157, 0.787, 0.553], [-2.927, 0.617, 2.010], [-2.236, 0.735, -0.154], [-3.623, 1.756, 0.415], [-3.947, 0.168, -0.061], [-1.874, 0.948, 2.175], [-2.846, -0.531, 2.213], [-3.463, 1.170, 2.923], [1.375, -0.110, -0.611], [0.647, -1.445, -0.829], [2.270, 0.150, 0.596], [2.061, 0.066, -1.925], [0.557, 0.674, -0.768], [0.078, -1.687, 0.166], [1.624, 0.628, 1.247], [3.302, 0.528, 0.264], [2.434, -0.756, 1.162], [2.941, -0.200, -1.805], [1.298, -2.335, -0.951], [0.011, -1.618, -1.739]],
  "total_charge": 1,
  "homo_energy_ha": [-0.5076, -0.5075],
  "homo_lumo_gap_ev": [10.315, 3.782],
  "multiplicity": 2,
  "lumo_ha": [-0.129, -0.369]
}

=====

# 9
{
  "formula": "C5H14O2",
  "method": "the ωB97M-V functional and the def2-TZVPD basis",
  "species": ["C", "O", "C", "C", "C", "C", "H", "H", "H", "H", "H", "H", "H", "H", "H", "H", "H", "H", "H", "H", "O"],
  "positions_angstrom": [[2.377, 0.866, 0.352], [2.549, -0.185, 1.300], [1.099, 0.772, -0.503], [-0.242, 0.610, 0.267], [-0.459, -0.669, 1.111], [-1.448, 0.802, -0.643], [3.317, 0.836, -0.202], [2.308, 1.830, 0.880], [1.952, -0.882, 1.061], [1.160, -0.128, -1.137], [1.106, 1.618, -1.199], [-0.299, 1.509, 0.912], [-0.659, -1.470, 0.379], [0.364, -0.927, 1.775], [-1.341, -0.537, 1.742], [-1.778, 1.825, -0.750], [-2.377, 0.363, -0.273], [-1.350, 0.480, -1.683], [-1.942, -2.438, -1.885], [-2.386, -1.734, -0.578], [-1.950, -2.541, -0.925]],
  "homo_energy_ha": -0.3699,
  "homo_lumo_gap_ev": 10.799,
  "smiles": "CC(C)CCO.O",
  "lumo_ha": 0.027
}

=====

# 10
{
  "formula": "C5H14O2",
  "method": "the ωB97M-V functional and the def2-TZVPD basis",
  "species": ["C", "C", "C", "C", "C", "H", "H", "H", "H", "H", "H", "H", "H", "H", "H", "H", "H", "O", "H", "H", "O"],
  "positions_angstrom": [[-0.250, 0.325, -0.945], [-1.230, -0.822, -0.773], [-0.704, -2.173, -1.328], [-1.912, -3.316, -1.165], [-3.030, -2.921, -1.728], [-0.332, 1.353, -0.449], [-0.141, 0.404, -1.998], [0.781, -0.055, -0.780], [-2.168, -0.518, -1.226], [-1.632, -1.013, 0.269], [-0.373, -2.199, -2.340], [0.092, -2.648, -0.730], [-1.679, -4.325, -0.883], [-2.966, -1.926, -2.262], [-3.962, -3.648, -1.817], [0.842, 3.012, 3.376], [2.145, 2.684, 4.131], [1.809, 3.320, 3.525], [3.252, 2.908, 1.098], [3.419, 4.036, 1.865], [3.875, 3.604, 1.148]],
  "homo_energy_ha": -0.3639,
  "homo_lumo_gap_ev": 10.276,
  "smiles": "C=CCCC.O.O",
  "lumo_ha": 0.014
}

=====

# 11
{
  "formula": "C5H14O2",
  "method": "the ωB97M-V functional and the def2-TZVPD basis",
  "species": ["C", "O", "C", "C", "C", "C", "H", "H", "H", "H", "H", "H", "H", "H", "H", "H", "H", "H", "H", "H", "O"],
  "positions_angstrom": [[2.019, 0.945, 0.642], [3.054, 0.216, -0.033], [0.823, 1.059, -0.282], [0.280, -0.242, -0.846], [-0.949, 0.016, -1.690], [-0.017, -1.262, 0.252], [2.374, 1.947, 0.892], [1.758, 0.425, 1.563], [3.763, 0.060, 0.602], [1.085, 1.779, -1.060], [0.035, 1.570, 0.294], [1.051, -0.718, -1.460], [-0.806, 0.851, -2.369], [-1.248, -0.822, -2.318], [-1.803, 0.274, -1.056], [-0.825, -0.943, 0.914], [0.851, -1.493, 0.866], [-0.325, -2.208, -0.177], [-3.293, -0.487, 1.091], [-3.741, -0.434, 2.535], [-4.087, -0.531, 1.643]],
  "homo_energy_ha": -0.3836,
  "homo_lumo_gap_ev": 11.181,
  "smiles": "CC(C)CCO.O",
  "lumo_ha": 0.027
}